No. 1
Entry from OMol25: C30H57Cl18N4O4PSSi2 as an isolated structure in a non-equilibrium geometry (wB97M-V/def2-TZVPD).

Calculated values
* electronic energy: -11299.26832 Eh
* net charge: 0
* Kohn-Sham gap: 0.2892 Ha
* ΔE to the lowest compared entry with this formula, charge and spin: 208.30 kcal/mol
* HOMO: -8.00 eV
* spin multiplicity: 1

Structure (XYZ):
```
117
Properties=species:S:1:pos:R:3:forces:R:3
C 1.5739 -0.8171 2.6891 0.877 0.395 0.402
C 0.7987 0.4649 2.1263 -0.481 0.812 -0.364
C 1.6452 1.8479 2.0066 -1.160 0.190 0.995
N -0.4740 0.5154 1.7472 3.192 -1.327 -1.402
Si -0.8449 -0.5788 0.3973 -0.115 0.803 1.150
C -2.3011 0.1504 -0.6218 -0.968 1.300 -0.166
C -2.6272 1.7093 -0.2292 1.300 0.646 -0.063
N -3.7161 1.8393 0.7929 0.215 1.460 -0.464
O 0.5191 -1.0868 -0.5439 -1.619 2.972 -0.245
Si 1.1139 0.1409 -1.6085 2.524 -2.515 0.204
N 1.0086 -0.4955 -3.2674 -0.516 1.041 1.220
N 0.3881 1.7669 -1.3752 -0.917 2.203 -6.328
C 0.2604 2.2636 -2.5827 1.088 -0.727 -0.988
O 0.2625 2.6488 -3.7848 -0.399 -1.730 7.134
C 3.0020 0.3430 -1.2061 2.715 1.623 0.624
C 3.7738 -0.5052 -0.1407 1.835 3.065 -1.790
C 5.2864 -0.2113 0.1200 -2.692 1.980 -2.020
C 6.0009 0.9350 -0.6836 -2.849 -0.081 0.186
C 5.2683 1.7838 -1.7704 -2.840 -1.612 3.035
C 3.7366 1.4798 -2.0252 1.413 -1.090 3.835
P -1.6541 -2.4548 1.3311 -1.252 -2.183 0.093
O -2.6455 -2.1178 2.6859 0.945 -1.076 -2.606
O -2.6852 -3.1477 0.1022 1.017 1.582 0.719
S -0.2735 -3.7899 1.6693 0.222 1.019 -0.047
H 2.6435 -0.4905 2.9885 -1.724 -0.489 -0.558
H 1.1109 -1.2612 3.6521 0.340 1.002 -1.764
H 1.6691 -1.6869 1.9512 -0.476 1.350 0.830
H 2.2111 2.0624 2.9934 -0.650 -0.394 -1.761
H 0.8735 2.6988 1.8419 1.237 -1.519 0.319
H 2.3399 1.8699 1.0953 -0.813 -0.482 1.416
H -3.2681 -0.4292 -0.3423 1.618 0.800 -0.710
H -2.1182 0.1476 -1.7585 -0.337 -0.385 1.620
H -2.9048 2.3174 -1.1742 0.325 -1.230 1.344
H -1.6784 2.2290 0.1927 -1.440 -1.095 -0.889
H -3.3264 2.2641 1.6625 -0.263 -0.745 -0.870
H -4.3320 2.5980 0.4255 0.391 -1.004 0.556
H 0.0401 -0.5744 -3.6126 0.846 0.014 -0.120
H 1.6279 -0.0045 -3.9302 -0.544 -0.418 0.265
H 3.1934 -1.3039 0.4287 1.084 1.247 -0.895
H 5.8216 -0.8391 0.9193 -0.731 1.271 -1.491
H 7.1059 1.1386 -0.4403 -1.959 -0.321 -0.579
H 5.7342 2.6258 -2.3813 -0.424 -1.500 1.119
H 3.1481 2.1049 -2.7837 1.085 -1.043 1.163
H -3.1267 -2.9548 2.9116 0.384 0.802 -0.021
H -2.3583 -2.8583 -0.7920 -0.394 -0.416 1.286
Cl 2.9942 4.9051 4.9394 -0.022 -0.042 -0.040
C 3.7816 3.9095 6.1891 0.104 -0.090 0.196
C 5.0694 3.2817 5.6930 0.058 0.134 0.213
Cl 4.7751 2.0325 4.4584 -0.001 -0.015 -0.055
H 3.0671 3.1528 6.5192 0.103 0.065 -0.149
H 3.9924 4.5697 7.0331 0.056 -0.055 -0.119
H 5.5861 2.7923 6.5215 -0.133 0.033 -0.048
H 5.7421 4.0282 5.2662 -0.180 -0.089 -0.019
Cl 2.7992 1.6832 -9.1238 0.027 -0.038 0.033
C 1.6880 1.8101 -7.7374 -0.224 0.048 0.016
C 2.3697 2.3432 -6.4984 -0.279 0.263 -0.045
Cl 3.5428 1.1848 -5.8265 0.079 -0.024 0.119
H 1.2536 0.8240 -7.5612 0.140 0.102 -0.016
H 0.8851 2.4877 -8.0370 0.092 -0.016 0.065
H 1.6249 2.5260 -5.7213 0.051 -0.071 -0.114
H 2.8938 3.2807 -6.6945 0.013 -0.206 -0.057
Cl -4.7672 -4.0954 4.3031 -0.017 -0.123 0.096
C -6.3291 -3.3413 4.7097 -0.259 0.164 0.001
C -6.8137 -2.4026 3.6212 -0.171 -0.106 0.057
Cl -5.8043 -0.9415 3.4906 0.039 -0.015 -0.006
H -6.2164 -2.8253 5.6653 0.054 -0.007 -0.183
H -7.0468 -4.1533 4.8444 0.084 0.065 -0.096
H -7.8283 -2.0672 3.8472 0.113 -0.065 0.059
H -6.8267 -2.8922 2.6453 0.115 0.051 0.151
Cl 3.7078 -4.5924 6.6551 0.039 0.024 0.005
C 2.1489 -3.8274 7.0521 -0.248 0.059 0.056
C 1.6899 -2.8689 5.9709 -0.194 -0.210 0.018
Cl 2.7183 -1.4162 5.8777 0.135 0.014 0.147
H 2.2536 -3.3253 8.0159 0.068 -0.009 -0.184
H 1.4207 -4.6335 7.1656 0.041 0.094 -0.116
H 0.6758 -2.5251 6.1869 0.106 -0.060 0.043
H 1.6853 -3.3444 4.9877 0.073 0.051 0.128
Cl -3.1246 2.3191 5.2039 0.024 0.041 0.010
C -3.4336 0.9233 6.2660 -0.068 -0.273 0.057
C -4.5407 1.1976 7.2647 -0.060 -0.194 -0.164
Cl -4.0608 2.4006 8.4879 -0.007 0.047 0.012
H -2.4977 0.6638 6.7648 -0.131 0.149 -0.024
H -3.7165 0.0901 5.6186 -0.053 0.102 0.052
H -4.7887 0.2804 7.8034 0.109 0.064 -0.067
H -5.4457 1.5580 6.7717 0.194 0.029 0.028
Cl -2.0116 4.0674 -7.3314 0.104 0.027 0.042
C -1.7422 4.7001 -5.6825 -0.043 0.030 0.281
C -2.9138 5.5326 -5.2000 0.041 -0.128 0.126
Cl -3.0638 7.0650 -6.0952 -0.022 -0.020 -0.029
H -0.8134 5.2740 -5.6870 -0.183 -0.017 -0.091
H -1.6053 3.8394 -5.0249 -0.071 0.081 -0.104
H -2.7746 5.7928 -4.1484 0.078 -0.039 -0.116
H -3.8572 4.9911 -5.2945 0.156 0.070 -0.088
Cl -4.8151 1.5023 -12.1697 0.024 -0.021 -0.018
C -4.4023 1.2196 -10.4602 0.002 -0.014 0.222
C -3.3518 2.1900 -9.9566 -0.237 0.000 0.141
Cl -1.7606 1.9004 -10.6986 0.071 0.014 -0.017
H -4.0736 0.1835 -10.3581 0.039 0.173 -0.083
H -5.3243 1.3420 -9.8878 0.117 0.073 -0.043
H -3.2248 2.0716 -8.8785 -0.056 -0.075 -0.128
H -3.6342 3.2262 -10.1535 0.038 -0.169 -0.068
Cl 7.3794 -0.9945 -5.3456 0.037 0.059 0.017
C 6.3813 -2.1956 -4.4877 -0.257 -0.299 0.024
C 5.0419 -1.6263 -4.0605 0.030 -0.329 0.129
Cl 5.2090 -0.4027 -2.7717 1.566 -3.136 -3.785
H 6.9527 -2.5623 -3.6327 -0.080 0.167 -0.080
H 6.2278 -3.0291 -5.1768 0.002 0.123 0.017
H 4.4110 -2.4244 -3.6599 0.103 -0.032 -0.076
H 4.5157 -1.1658 -4.8992 0.148 -0.075 0.070
Cl -1.7602 -6.3413 6.0055 -0.028 0.069 0.025
C -1.9582 -7.5737 4.7339 0.036 -0.256 -0.189
C -1.3974 -7.1164 3.4015 0.050 -0.088 0.072
Cl -2.3533 -5.7963 2.6874 -0.550 -0.688 0.237
H -3.0199 -7.8169 4.6605 0.134 0.162 -0.009
H -1.4274 -8.4660 5.0729 0.020 0.125 -0.056
H -1.4171 -7.9429 2.6879 -0.068 0.058 0.114
H -0.3645 -6.7736 3.4964 -0.160 0.065 0.032
```
Forces are in eV/Å.

***

No. 2
Entry from OMol25: a 5-piece molecular cluster, C30H57F3N3O10S2 overall in a non-equilibrium geometry (wB97M-V/def2-TZVPD).

Calculated values
* electronic energy: -3189.20643 Eh
* net charge: +1
* Kohn-Sham gap: 0.2474 Ha
* HOMO: -10.37 eV
* spin multiplicity: 1

Structure (XYZ):
```
105
Properties=species:S:1:pos:R:3:forces:R:3
C 1.5988 2.3070 2.6983 1.339 -0.093 0.235
C 2.0661 3.1096 1.3477 -1.698 0.238 0.964
C 0.8257 3.5237 0.3355 2.511 0.663 -1.383
O -0.4715 3.6975 1.0069 -2.910 0.272 -3.323
C -1.5932 3.7563 0.0578 0.149 -2.972 -4.177
O -1.6755 3.1404 -1.1239 0.921 3.953 7.431
C -2.9292 4.6418 0.5347 2.128 0.997 0.432
S -4.3070 3.3955 0.7796 2.454 -0.254 0.714
N -5.8134 3.9194 0.0661 -2.544 -0.412 0.066
N -5.6759 5.0101 -0.7813 1.557 1.586 -2.954
C -6.3628 2.7469 -0.7279 -0.217 -3.726 -1.539
C -7.1182 1.6024 0.1732 -0.775 0.074 0.735
O -7.0229 0.2566 -0.4198 -2.007 1.422 1.027
C -8.2270 -0.4592 0.0662 0.249 -1.088 0.048
C -7.9776 -2.0882 -0.2176 -0.196 0.305 0.328
F -8.3331 -2.8325 1.0299 1.559 2.042 -4.333
F -6.5377 -2.2162 -0.5856 -5.087 -0.604 1.190
F -8.8932 -2.5680 -1.2821 3.474 1.252 3.434
C -6.7100 4.3652 1.2170 -1.356 1.776 2.483
C -8.2203 4.8157 0.7640 -1.121 -0.125 -0.867
C -9.3289 4.1750 1.7885 -0.043 0.546 6.133
N -10.5616 3.3746 1.3758 3.579 0.045 1.385
O -9.1499 4.4210 3.1124 -0.958 -1.470 -8.158
O 2.9300 2.1665 0.5775 2.195 3.815 -0.958
C 3.9192 2.8961 -0.2337 0.569 4.325 -1.751
O 3.8345 4.1762 -0.6225 -0.163 -7.945 2.874
C 5.2363 2.0007 -0.7446 -1.327 -0.764 -0.721
S 5.7667 0.8071 0.6417 0.665 0.129 -0.748
H 0.5761 2.6471 3.1537 1.885 -0.725 -1.246
H 2.4184 2.5346 3.5348 -1.762 -0.594 -1.874
H 1.6673 1.1543 2.4612 -0.484 2.339 0.578
H 2.6210 4.0833 1.6862 -0.803 -2.015 -1.052
H 0.8357 2.7427 -0.5359 -0.519 1.429 1.846
H 1.1299 4.5790 -0.1290 -0.765 -2.322 0.926
H -2.6400 5.2100 1.5381 -0.977 -1.318 -2.095
H -3.1126 5.4332 -0.3072 0.250 -1.693 1.579
H -6.5044 5.1370 -1.4122 0.680 -0.400 1.117
H -4.8828 4.7862 -1.4526 -1.132 0.303 0.932
H -7.0956 3.0464 -1.5936 1.444 -0.019 1.939
H -5.4322 2.2244 -1.2615 -1.994 1.241 1.180
H -8.2780 1.8751 0.2390 2.517 -0.279 -0.067
H -6.7108 1.5130 1.2776 -0.640 0.434 -2.132
H -9.2061 -0.1415 -0.4912 1.909 -0.569 0.883
H -8.3411 -0.2636 1.2180 0.179 -0.752 -2.148
H -6.1889 5.3337 1.6810 -0.992 -2.318 -1.202
H -6.7653 3.5888 2.0999 0.245 1.322 -2.147
H -8.5175 4.4757 -0.3342 0.788 0.586 2.204
H -8.3084 6.0055 0.7582 0.089 -2.759 0.274
H -10.3186 2.6136 0.6958 -0.277 1.261 0.436
H -10.8329 2.8586 2.2603 0.198 1.114 -1.145
H 6.1156 2.6684 -1.1396 -2.155 -1.074 0.924
H 4.8052 1.2885 -1.6000 0.964 1.810 1.635
H 6.9078 0.1230 0.1340 -1.493 1.105 0.154
C 6.5532 -4.4414 1.4696 -0.298 -0.284 -0.422
C 7.9460 -4.3777 2.0412 0.336 -0.211 0.377
C 8.4463 -3.0522 1.5098 0.278 0.213 -0.198
O 7.3020 -2.1973 1.3800 -0.098 -0.189 -0.010
C 6.1187 -2.9935 1.5325 -0.278 0.353 0.111
H 5.8842 -5.1113 2.0156 0.037 0.093 -0.057
H 6.5953 -4.7740 0.4256 -0.066 0.012 0.100
H 7.8964 -4.3466 3.1360 0.102 -0.071 -0.132
H 8.5794 -5.2200 1.7514 -0.071 0.214 0.138
H 8.8933 -3.1653 0.5165 0.087 -0.041 0.031
H 9.1812 -2.5855 2.1721 -0.120 0.053 -0.096
H 5.6780 -2.7537 2.5063 -0.090 -0.043 -0.019
H 5.3983 -2.7369 0.7508 0.102 0.122 0.060
C -0.2293 -1.0012 -1.9653 -0.322 -0.380 0.361
C 0.1151 0.4638 -2.0424 -0.235 0.510 -0.262
C 1.5905 0.4606 -1.7065 0.329 -0.227 0.285
O 2.1198 -0.7896 -2.1690 -0.385 0.140 0.016
C 1.0243 -1.6502 -2.5102 0.332 -0.226 -0.304
H -1.1275 -1.2717 -2.5261 0.096 -0.018 0.059
H -0.3767 -1.2933 -0.9188 -0.025 -0.014 -0.121
H -0.0342 0.8263 -3.0663 -0.018 0.042 0.099
H -0.4746 1.0903 -1.3684 0.086 -0.090 -0.159
H 1.7519 0.5120 -0.6245 -0.026 0.056 -0.106
H 2.1299 1.2863 -2.1795 0.081 -0.076 -0.004
H 0.9881 -1.7277 -3.6023 -0.071 -0.091 0.005
H 1.1953 -2.6472 -2.0950 0.108 0.122 -0.047
C -2.9240 0.5579 -4.8816 -0.321 -0.605 -0.138
C -2.0741 1.5935 -5.5713 0.627 0.164 -0.064
C -2.9821 2.8039 -5.5650 -0.183 0.370 -0.306
O -3.8051 2.7006 -4.3950 0.030 -0.183 0.097
C -3.6517 1.3851 -3.8445 -0.017 0.182 0.423
H -2.3492 -0.2630 -4.4454 -0.087 0.098 -0.026
H -3.6427 0.1339 -5.5930 0.087 -0.008 0.119
H -1.1777 1.7957 -4.9732 -0.070 0.003 -0.114
H -1.7564 1.3037 -6.5761 -0.057 0.069 0.130
H -3.6424 2.8100 -6.4387 0.085 0.028 -0.039
H -2.4256 3.7453 -5.5417 -0.142 -0.060 0.069
H -3.0634 1.4746 -2.9247 0.040 -0.088 0.058
H -4.6331 0.9739 -3.5925 -0.037 0.081 -0.047
C 8.6532 -9.0122 3.4225 -0.348 -0.371 -0.424
C 10.0460 -8.9485 3.9941 0.338 -0.230 0.516
C 10.5463 -7.6230 3.4627 0.266 0.276 -0.222
O 9.4020 -6.7682 3.3329 0.021 -0.438 0.102
C 8.2187 -7.5643 3.4854 -0.164 0.375 0.179
H 7.9842 -9.6821 3.9686 0.055 0.099 -0.075
H 8.6953 -9.3449 2.3785 -0.056 0.013 0.117
H 9.9964 -8.9174 5.0889 0.056 -0.028 -0.115
H 10.6794 -9.7908 3.7043 -0.054 0.124 0.038
H 10.9933 -7.7361 2.4694 0.089 -0.044 0.041
H 11.2812 -7.1564 4.1250 -0.122 0.061 -0.102
H 7.7780 -7.3245 4.4592 -0.100 -0.046 -0.027
H 7.4983 -7.3078 2.7037 0.088 0.092 0.040
```
Forces are in eV/Å.

***

No. 3
Entry from OMol25: a 2-piece molecular cluster, C30H58I2N4O3SSi overall in a non-equilibrium geometry (wB97M-V/def2-TZVPD).

Calculated values
* electronic energy: -2904.88642 Eh
* net charge: +1
* Kohn-Sham gap (alpha / beta): 0.2464 / 0.2578 Ha
* HOMO (alpha / beta): -10.25 / -10.56 eV
* spin multiplicity: 2

Structure (XYZ):
```
99
Properties=species:S:1:pos:R:3:forces:R:3
C -4.4661 0.4338 5.9230 6.165 7.888 -2.067
C -3.6324 1.5870 5.8050 -5.084 -8.157 -0.620
C -2.4862 2.7329 5.3920 -3.331 1.548 1.276
C -2.8004 3.5075 3.9936 0.005 0.248 -0.766
C -1.8047 3.0598 2.7238 -1.279 1.354 1.191
C -0.5331 4.1124 2.8151 0.792 -0.510 -0.046
C 0.7338 3.7674 1.8443 0.545 1.733 0.615
O 1.6185 2.8354 2.5591 0.217 0.300 -2.187
Si 3.0415 2.4018 1.6268 1.121 -1.369 0.270
C 2.7516 2.1922 -0.2653 -1.395 1.057 -0.666
C 4.5667 3.5505 1.8730 1.117 0.022 0.285
C 3.5842 0.6312 2.2823 -1.076 -0.586 -0.055
C -2.7715 3.3277 1.3854 0.282 -2.430 0.707
I -3.5573 5.4008 1.2945 -0.364 -1.052 1.108
C -2.1186 2.8029 -0.0190 -1.752 -0.158 -0.224
C -3.3641 2.1183 -0.8970 0.704 1.210 -0.506
I -1.5969 4.6502 -1.1585 1.093 -1.625 -0.531
C -1.3894 1.4933 2.9392 0.756 -0.345 -1.508
C -2.5223 0.3821 2.5312 -0.730 -1.226 0.213
C -1.9025 -1.1641 2.3632 -0.152 0.040 1.425
N -1.5156 -1.4970 0.9389 0.684 -1.961 1.421
C -2.4502 -2.5472 0.3533 -0.936 -0.153 -2.586
C -2.7266 -2.0643 -1.2228 0.023 0.566 0.726
C -0.0957 -2.0106 0.8218 4.477 2.903 -4.164
C 0.5815 -3.2186 1.7019 -0.015 0.355 1.122
O 0.7212 -1.3843 -0.0681 -5.238 -3.895 5.530
C -0.8605 1.0960 4.4383 1.260 -2.809 -1.288
N 0.6206 0.6630 4.4754 -1.880 0.538 1.430
N -1.1106 2.1224 5.5179 -1.212 -0.014 0.904
S -1.1557 1.1910 7.0395 0.346 0.302 1.904
H -5.1085 -0.5434 5.6833 1.557 2.853 0.968
H -2.5660 3.5487 6.2601 0.244 -1.838 -1.859
H -2.6319 4.6662 4.1275 -0.429 -2.403 0.034
H -3.9361 3.3642 3.6829 2.455 0.114 0.948
H -0.8204 5.2347 2.6224 0.057 -2.356 0.283
H -0.1073 4.0920 3.9308 -0.746 0.025 -2.335
H 1.3531 4.7820 1.7298 -1.467 -1.930 0.083
H 0.4721 3.4328 0.7567 0.228 0.385 2.138
H 3.6574 1.7089 -0.8504 -2.006 0.949 1.325
H 1.7388 1.5969 -0.3931 2.144 0.854 -0.093
H 2.5248 3.2849 -0.6896 0.617 -2.333 0.547
H 5.3433 3.2647 1.0145 -1.714 0.748 1.726
H 4.3419 4.6992 1.8425 0.651 -2.174 0.157
H 5.0991 3.2080 2.8829 -1.153 1.112 -2.026
H 4.7470 0.5054 2.3362 -2.315 0.134 0.019
H 3.1098 -0.1276 1.4978 1.175 1.367 1.672
H 3.0283 0.4212 3.3065 1.474 0.296 -1.960
H -3.7539 2.6697 1.5556 2.153 1.545 -0.306
H -1.1947 2.0873 0.0969 -1.826 1.580 -0.199
H -3.0463 2.1544 -2.0460 -0.773 -0.485 2.604
H -4.2708 2.8659 -0.7895 1.695 -1.659 -0.169
H -3.6436 1.0425 -0.5301 0.589 2.099 -0.719
H -0.4681 1.2881 2.2071 -1.826 0.402 1.795
H -3.3721 0.2675 3.3620 1.923 0.608 -1.661
H -3.0872 0.5800 1.5264 1.337 -0.071 1.869
H -2.7419 -1.9030 2.7776 1.817 1.505 -1.008
H -0.9684 -1.3270 3.0550 -1.680 0.495 -1.157
H -1.9979 -3.6298 0.3278 -0.780 2.007 0.320
H -3.5090 -2.5848 0.8544 2.290 0.247 -0.533
H -2.8603 -0.8918 -1.1598 0.216 -2.440 -0.241
H -3.7165 -2.5298 -1.6677 2.248 0.762 0.839
H -1.7737 -2.2560 -1.8761 -1.980 0.220 1.158
H 1.2703 -2.6882 2.5178 -1.446 -0.967 -1.826
H 1.3092 -3.9206 1.0892 -1.819 1.699 0.981
H -0.1975 -3.8554 2.3297 1.492 1.332 -1.581
H -1.4518 0.1190 4.7888 0.962 2.409 -0.813
H 1.2009 1.4821 4.7904 -0.418 -1.288 -0.683
H 0.7103 -0.1454 5.1596 0.026 1.604 -0.979
H -0.3305 2.8090 5.6691 -0.991 -0.412 -0.843
H -1.8652 2.0814 7.9071 0.907 -0.798 -1.460
C 3.4389 -2.1490 -4.2322 0.340 -0.221 -0.195
C 1.9293 -1.8414 -4.4361 1.279 0.670 1.360
C 1.0178 -2.7035 -3.5149 -0.314 -0.190 -0.283
C 0.7818 -4.1300 -3.9911 0.018 -0.018 -0.106
C 0.3206 -4.1476 -5.4476 0.104 0.336 0.278
C 1.3013 -3.3851 -6.3772 0.442 -1.590 -1.241
N 1.6002 -1.9879 -5.8941 -4.828 1.612 0.378
O 0.4570 -1.2032 -6.1453 3.277 -1.849 0.309
C 2.5975 -4.2343 -6.5039 0.234 0.030 0.230
C 0.7323 -3.3954 -7.8329 -0.194 0.648 0.308
C 1.8113 -0.3754 -3.8840 -0.550 -0.087 -0.671
H 3.8579 -2.8844 -4.9147 -0.220 -0.070 0.076
H 4.0510 -1.2519 -4.3999 -0.315 -0.093 0.086
H 3.6424 -2.5018 -3.2162 -0.136 0.114 -0.062
H 0.0306 -2.2251 -3.4319 0.235 0.152 -0.188
H 1.4205 -2.7316 -2.4964 0.143 0.269 -0.187
H 1.6878 -4.7260 -3.8563 0.033 -0.026 -0.093
H 0.0157 -4.6041 -3.3681 0.067 0.046 0.006
H 0.2174 -5.1889 -5.7743 0.160 0.209 -0.217
H -0.6819 -3.7082 -5.5094 0.144 0.151 -0.083
H 3.3716 -3.6974 -7.0654 -0.153 -0.030 0.144
H 2.4034 -5.1724 -7.0399 -0.225 0.341 0.028
H 3.0119 -4.5454 -5.5433 -0.002 0.158 -0.070
H -0.2647 -2.9492 -7.9051 0.261 0.107 0.152
H 0.6357 -4.4211 -8.2111 0.190 0.133 0.368
H 1.4016 -2.8589 -8.5175 -0.124 -0.033 0.203
H 2.3761 0.3357 -4.4978 -0.118 -0.208 -0.016
H 2.2153 -0.3195 -2.8638 0.028 -0.359 -0.257
H 0.7739 -0.0245 -3.8238 0.194 -0.172 -0.185
```
Forces are in eV/Å.